Record 1
The following is a quantum chemistry calculation of a molecular structure, C24H19IIrN4O in a non-equilibrium geometry, from the Open Molecules 2025 dataset.

Calculated values
Energy (eV): -44142.70234
Relative energy (zero: lowest compared OMol25 entry of this formula, charge and spin) (eV): 0.181
HOMO level (alpha / beta) (eV): -1.6 / -1.0
Maximum force (eV/Å): 1.88
Net charge: -1

```
50
Properties=species:S:1:pos:R:3:forces:R:3:nbo_charge:R:1
N -0.02740 -2.00210 -0.09151 0.14 -0.10 0.27 -0.406
H -0.60115 -2.61514 -1.95586 0.04 0.02 0.00 0.242
H -2.44328 -0.40535 -3.91758 -0.01 0.01 -0.01 0.190
C 5.34908 -0.05182 0.33003 -0.19 0.06 -0.06 -0.221
H -0.27744 0.04576 -7.60527 -0.01 0.00 0.00 0.184
H 2.84291 2.02434 -0.59884 0.00 0.00 0.02 0.207
H 2.77651 -2.07319 -0.57655 0.01 -0.01 0.02 0.206
H 1.66234 -1.34009 2.51259 0.01 -0.05 -0.02 0.211
N 0.02209 1.99373 -0.10805 0.27 0.05 0.21 -0.404
C 0.30466 -2.35468 1.17851 -0.01 0.05 0.02 0.237
C 0.25213 4.65720 0.68276 0.00 -0.03 -0.09 -0.218
H 0.36543 5.69417 0.97174 -0.04 0.00 0.03 0.205
H 0.63352 -3.92885 2.57540 0.00 0.01 0.00 0.216
N 0.39252 0.02145 1.53255 0.29 -0.02 0.38 -0.652
N 2.71536 -0.01961 -0.59936 0.90 -0.03 -0.14 -0.388
H -2.39044 -0.38503 -6.35742 -0.02 -0.01 0.02 0.184
C -1.50915 -0.22352 -4.43603 -0.05 -0.04 -0.01 -0.346
O 1.20097 1.35963 3.23360 0.03 0.06 -0.04 -0.710
C -1.46899 -0.20878 -5.80924 0.09 0.00 0.04 -0.191
C 0.04404 -4.68319 0.64781 0.04 0.08 -0.02 -0.181
H 0.95665 3.81074 2.55359 0.00 -0.01 0.00 0.239
H -0.00281 -1.37498 3.06089 0.01 -0.05 0.00 0.208
C 0.58976 3.63320 1.55134 -0.02 -0.01 0.06 -0.213
H -0.58582 -5.04646 -1.38251 0.03 0.02 -0.03 0.219
C -0.34294 -2.96924 -0.96599 0.03 0.01 -0.15 0.057
C 3.34148 -1.16747 -0.37454 -0.11 0.04 0.04 -0.001
C -0.31359 0.00431 -3.64602 -0.05 -0.02 0.07 -0.148
H 5.19720 2.08933 0.21474 -0.02 0.00 0.01 0.217
I 5.52982 -3.08954 0.44742 -0.05 0.11 -0.01 0.110
C -0.28209 0.00185 -2.29623 0.29 0.06 0.50 -0.155
C -0.23301 4.31904 -0.58009 0.04 0.04 0.10 -0.263
C -0.31995 -4.30997 -0.63686 -0.03 -0.05 0.02 -0.265
H 0.09852 -5.72628 0.93128 -0.04 0.00 0.01 0.210
H -0.67106 2.67067 -1.91322 0.00 -0.04 0.01 0.235
C 4.64253 -1.21921 0.09838 0.16 -0.28 0.05 -0.175
H 1.81244 0.45582 -6.31180 0.02 -0.01 0.02 0.185
C 4.69588 1.14182 0.06557 0.08 0.07 0.05 -0.241
H -0.52739 5.08102 -1.28912 0.03 -0.02 -0.03 0.213
C -0.32870 2.99003 -0.93706 -0.09 -0.03 -0.13 0.047
C 0.44907 2.31699 1.15220 0.03 0.07 -0.08 0.087
C 3.38666 1.10755 -0.39076 -0.09 0.04 0.02 0.045
C -0.28827 0.03460 -6.52328 0.00 0.00 -0.12 -0.414
Ir 0.02990 0.00106 -0.43031 -1.56 0.03 -1.04 0.456
C 0.89973 0.24753 -4.41223 -0.01 0.02 -0.04 -0.330
C 0.62280 -1.24710 2.16866 -0.05 0.09 -0.04 -0.260
C 0.73354 1.17780 2.09943 -0.06 -0.10 0.00 0.600
C 0.35042 -3.68632 1.55886 0.01 -0.04 0.02 -0.251
H 1.82025 0.41883 -3.86633 0.02 -0.01 -0.02 0.193
H 6.36397 -0.06854 0.70178 0.01 -0.02 0.00 0.223
C 0.88252 0.26285 -5.78378 -0.07 0.01 0.06 -0.194
```
Positions in Å, forces in eV/Å.

Record 2
The following is a quantum chemistry calculation of C3H7NO in the gas phase in a non-equilibrium geometry, from the Open Molecules 2025 dataset.

Calculated values
Energy (eV): -6759.59956
Relative energy (zero: lowest compared OMol25 entry of this formula, charge and spin) (eV): 3.151
HOMO level (eV): -8.7
Structure (SMILES): [H]/N=C(\C)OC
Maximum force (eV/Å): 2.51

```
12
Properties=species:S:1:pos:R:3:forces:R:3:nbo_charge:R:1
H -0.30300 2.14968 -0.53703 0.05 0.27 0.00 0.226
H -0.33084 1.62296 1.16506 -0.06 0.27 -0.19 0.243
C 1.41177 -1.33453 0.01346 0.30 -0.34 0.15 -0.266
C -0.77796 1.48133 0.17169 0.13 0.25 -0.20 -0.697
H 0.83049 -2.21965 -0.25410 0.00 0.24 -0.09 0.212
C -0.45432 0.04091 -0.08787 0.72 0.52 0.65 0.595
H -1.71504 -0.43615 -0.71564 -1.79 -1.05 1.41 0.381
O 0.82558 -0.12019 -0.43725 0.31 0.43 0.61 -0.505
H 2.40586 -1.35332 -0.42576 -0.03 -0.13 0.06 0.195
H 1.47509 -1.26784 1.10290 0.16 -0.25 -0.08 0.181
H -1.85368 1.65588 0.26875 0.29 -0.12 -0.17 0.233
N -1.28310 -0.89882 0.17558 -0.07 -0.09 -2.15 -0.797
```
Positions in Å, forces in eV/Å.

Record 3
The following is a quantum chemistry calculation of a molecular structure, C3H10InN2O3 in a non-equilibrium geometry, from the Open Molecules 2025 dataset.

Calculated values
Energy (eV): -17531.87595
Relative energy (zero: lowest compared OMol25 entry of this formula, charge and spin) (eV): 1.470
HOMO level (eV): -22.0
Maximum force (eV/Å): 1.74
Net charge: +3

```
19
Properties=species:S:1:pos:R:3:forces:R:3:nbo_charge:R:1
N -2.88482 0.20928 -0.99472 0.16 0.21 1.42 -0.632
In 0.83340 1.35670 2.14032 -0.04 -0.32 -0.37 1.384
H -4.77696 -0.08252 0.50316 -0.55 -0.09 0.57 0.452
H 4.14756 -0.04554 1.51885 -0.21 0.09 0.29 0.555
H -2.10891 0.36859 -1.61091 -0.03 0.18 -0.16 0.433
C 2.24770 -0.16745 -1.00648 0.15 -1.35 0.85 -0.114
O 0.95886 0.17865 -0.50948 0.36 0.13 -0.90 -0.595
N -3.96995 0.23042 1.02241 1.41 0.58 0.28 -0.620
H 2.37682 -1.72567 0.51224 -0.37 0.02 -0.03 0.280
H 2.17683 -0.84591 -1.86157 -0.25 0.11 -0.06 0.254
C 3.00637 -0.89490 0.15914 0.37 0.82 -0.69 -0.107
H -3.75411 -0.16825 -1.34728 0.15 -0.05 -0.64 0.444
O -1.83905 1.06489 0.87017 0.24 0.21 -0.01 -0.385
H -3.95950 0.44471 2.01320 -0.60 -0.13 0.03 0.461
H 3.89945 -1.38532 -0.23282 0.37 0.31 0.34 0.272
H 0.46391 0.17460 -1.34866 -0.65 0.37 0.47 0.522
O 3.23468 0.05845 1.17911 -0.05 -0.34 -0.35 -0.614
H 2.80153 0.72421 -1.34630 0.26 0.05 0.33 0.297
C -2.85380 0.50506 0.33961 -0.71 -0.78 -1.38 0.713
```
Positions in Å, forces in eV/Å.

Record 4
The following is a quantum chemistry calculation of 2 unconnected molecules or ions with the total composition C2H2Cl2OS in a non-equilibrium geometry, from the Open Molecules 2025 dataset.

Calculated values
Energy (eV): -40029.65526
Relative energy (zero: lowest compared OMol25 entry of this formula, charge and spin) (eV): 4.113
HOMO level (alpha / beta) (eV): -8.8 / -8.1
Maximum force (eV/Å): 2.49

```
8
Properties=species:S:1:pos:R:3:forces:R:3:nbo_charge:R:1
H -0.69994 0.26697 -2.31095 -0.07 0.08 -0.66 0.158
C 0.89286 -0.53026 0.74741 0.67 0.51 -2.34 -0.357
Cl 2.01290 0.78398 0.05972 -0.48 -1.66 0.72 -0.045
O -1.50620 0.77064 -0.51475 -0.25 0.32 -1.62 -0.501
S -0.23528 -0.02846 1.86639 -0.59 0.22 0.70 0.070
H -1.01877 0.73108 0.93528 0.59 -0.66 0.83 0.218
Cl 1.27777 -2.22681 0.44311 0.07 1.52 0.30 0.057
C -0.72333 0.23285 -1.22621 0.08 -0.33 2.06 0.400
```
Positions in Å, forces in eV/Å.

Record 5
The following is a quantum chemistry calculation of a molecular structure, C38H46BaClF6Ge3N2O4S2, from the Open Molecules 2025 dataset.

Calculated values
Energy (eV): -272063.09342
Relative energy (zero: lowest compared OMol25 entry of this formula, charge and spin) (eV): 0.000
2S+1: 2
HOMO level (alpha / beta) (eV): -1.9 / -1.8
Maximum force (eV/Å): 0.49
Net charge: -2

```
103
Properties=species:S:1:pos:R:3:forces:R:3:lowdin_charge:R:1
C -1.29430 3.08902 -1.37514 -0.01 -0.02 0.05 -0.266
H -6.65312 2.23149 3.99614 0.00 0.01 0.03 0.100
H 0.23204 -3.35859 -2.27777 -0.06 0.04 -0.02 -0.027
C -5.55523 1.50217 0.36157 0.03 -0.02 -0.03 -0.030
C -5.00945 0.71652 1.40814 -0.05 0.02 0.00 -0.294
H -4.08930 -3.48251 -2.23086 0.02 -0.03 0.00 0.005
H -5.00992 0.44392 3.54956 0.00 0.00 0.01 0.117
C 1.62114 -0.15067 -5.62157 0.00 0.00 0.00 -0.105
H 6.69480 0.73659 0.56832 0.00 0.00 0.00 0.090
H -4.45555 -2.85491 -0.61576 -0.02 0.00 0.00 0.003
C 2.20936 -4.70395 -1.19085 0.01 -0.03 0.03 -0.273
H -3.40743 2.94696 -0.73535 -0.01 -0.02 0.01 0.074
H -0.27050 -2.41079 0.79218 0.01 -0.03 -0.01 -0.097
H -3.42898 0.67217 -2.20680 0.01 0.00 0.01 0.068
N -1.65762 3.58244 4.40898 -0.14 -0.06 -0.22 -0.287
S -2.35472 4.96815 4.70822 0.24 0.29 -0.02 0.577
H 1.22650 -4.62780 -0.72307 0.01 -0.03 0.01 -0.012
C 5.08548 -3.56405 -1.47524 0.00 0.02 0.01 -0.267
C -2.00469 -5.19877 -0.54764 0.01 -0.02 0.03 -0.249
C -2.58596 1.33342 -2.04793 0.05 0.01 0.08 -0.260
H -2.69130 -5.40279 0.27799 -0.01 -0.02 0.00 -0.003
H 2.98014 1.53662 1.14649 -0.01 0.00 0.00 0.107
N 1.64554 0.17233 1.91648 -0.06 0.04 0.08 -0.024
C -0.78864 -3.02193 -2.46408 0.05 0.04 -0.07 -0.221
H 2.46498 -3.27056 1.62052 0.00 0.01 0.02 0.003
O -0.51802 1.80833 3.18302 -0.04 -0.06 0.02 -0.371
F 0.83822 3.44382 1.48207 -0.01 0.01 0.01 0.098
H 2.04690 -1.71776 4.65955 0.00 0.00 0.00 0.102
Ge 3.27478 -3.08279 -0.79319 0.02 0.02 -0.03 0.635
H 6.55562 2.98494 -0.47598 0.00 0.00 0.00 0.084
S -1.23481 3.04570 2.99560 -0.03 0.05 0.18 0.543
C -1.29451 1.15588 -2.58712 -0.10 -0.07 -0.03 -0.265
F -4.61699 3.73741 5.24457 -0.03 -0.08 -0.02 0.118
C -3.75361 -2.79546 -1.45058 0.00 0.05 0.01 -0.242
O -2.23425 3.03470 1.95949 -0.06 0.03 0.05 -0.329
H -6.84933 3.12041 -0.18515 0.00 0.00 0.00 0.104
C 5.87636 0.97708 -0.10303 0.00 -0.02 0.00 -0.126
C -5.42779 1.01420 2.72890 0.00 -0.03 0.03 -0.029
H 2.95350 1.80513 -2.45617 0.03 0.00 0.01 0.074
C -6.34499 2.00708 2.98526 0.03 -0.01 -0.02 -0.132
H 1.16803 0.66897 -6.16828 0.00 0.00 -0.01 0.093
Cl -7.97675 4.04064 2.26467 -0.02 0.00 -0.02 0.636
H 3.96498 -2.34311 1.61721 0.01 0.02 0.00 -0.011
Ba -0.84279 0.66112 0.37089 0.34 -0.24 -0.26 1.626
H 5.05772 -3.76846 -2.54681 0.00 0.00 -0.01 -0.007
H -1.19126 -3.60107 -3.29935 -0.01 0.00 -0.01 0.017
H -0.97485 4.00593 -0.89901 0.00 0.01 0.00 0.080
C 1.40548 -0.71778 2.87877 0.00 -0.01 0.00 -0.171
H 4.21399 -0.46692 4.72533 0.00 0.00 0.00 0.099
C -0.49908 2.24048 -2.17085 0.07 0.06 -0.05 -0.278
H -2.34954 -5.74390 -1.43064 -0.01 0.00 -0.02 -0.003
H -5.22895 1.31098 -0.65304 -0.01 0.01 0.00 0.106
H -0.97434 0.33146 -3.20821 0.00 0.00 -0.01 0.068
H 4.68060 1.19073 2.90472 0.00 0.00 0.00 0.100
C -2.58037 2.52360 -1.28718 -0.06 0.06 -0.07 -0.270
H 1.26657 0.76314 -3.72926 -0.01 0.01 -0.01 0.056
H 2.04404 -1.31486 -7.38134 0.00 0.00 0.00 0.083
C -1.33051 -2.16935 0.60744 -0.01 0.15 0.08 -0.524
C 3.75400 0.63402 2.93867 0.01 0.02 -0.02 -0.062
C 2.66210 -2.30361 -5.57353 0.01 -0.01 0.02 -0.115
C 2.29323 -0.98019 3.90796 -0.02 -0.01 -0.01 -0.070
F -4.80951 5.84058 4.78462 0.02 0.08 0.03 0.124
H 3.18242 -3.06185 -3.65248 0.00 0.01 0.01 0.052
C 5.80317 2.23361 -0.68584 0.01 0.01 0.00 -0.130
H 5.80086 -2.75776 -1.30926 0.02 0.02 0.00 -0.006
H -3.78779 -1.78207 -1.85798 -0.02 0.01 0.00 -0.009
H 4.99078 -0.94723 0.11076 0.01 -0.03 0.01 0.059
H 4.66920 3.48985 -2.01047 0.00 0.01 0.00 0.090
C 2.80144 0.83092 1.94934 -0.04 -0.01 -0.01 -0.147
F -0.43006 5.18178 1.61633 0.02 0.00 0.05 0.143
C 4.74629 2.51319 -1.54536 -0.01 -0.01 0.00 -0.112
H 5.44423 -4.46175 -0.96309 0.00 0.00 0.01 0.000
H 2.72097 -5.58136 -0.78505 0.00 -0.01 0.00 0.008
H 4.01686 -4.10944 1.44500 0.00 0.00 0.01 0.006
C 4.90338 0.01940 -0.37230 -0.01 0.00 -0.03 -0.164
C 3.77968 1.55028 -1.79855 -0.02 -0.02 0.01 -0.137
C -4.16533 4.71628 4.45048 0.00 -0.11 0.09 -0.677
C 3.46128 -3.20581 1.17812 -0.03 -0.02 0.01 -0.267
H -1.89299 -2.45523 1.51046 0.01 -0.03 0.00 -0.081
C 1.69060 -0.09652 -4.23541 0.02 -0.05 -0.02 -0.146
H -3.83972 -0.58856 0.13107 0.03 0.03 -0.03 0.025
C 0.07883 4.17792 2.31461 0.02 0.02 -0.06 -0.665
O -2.01831 6.01435 3.78196 -0.04 -0.11 0.04 -0.283
C 3.82086 0.27316 -1.22054 0.02 0.03 -0.09 -0.393
H -0.73448 -1.97295 -2.76065 -0.01 -0.01 -0.01 -0.006
C 2.25923 -1.12597 -3.47687 0.05 0.05 0.00 -0.383
C -6.45614 2.51116 0.61726 -0.01 0.00 0.02 -0.102
H -3.67277 -0.91064 1.93524 -0.03 -0.01 0.02 0.058
O -2.26344 5.21942 6.11526 -0.05 0.01 0.01 -0.289
F 0.86575 4.66280 3.27428 -0.03 -0.03 0.00 0.139
H -1.02022 -5.58000 -0.26865 0.00 -0.02 0.00 -0.011
C 3.49182 -0.28583 3.93843 0.02 -0.01 0.01 -0.083
Ge -1.90984 -3.23455 -0.86885 -0.02 -0.05 0.03 0.650
C 2.10683 -1.26014 -6.30038 0.00 0.01 -0.01 -0.130
Ge 2.21105 -0.94363 -1.46473 -0.13 0.06 0.16 0.785
C 2.73862 -2.22945 -4.18706 -0.02 -0.01 -0.02 -0.134
C -4.10672 -0.31820 1.14210 0.01 0.01 0.03 0.057
H 0.46063 -1.24923 2.81389 0.00 0.00 0.00 0.097
C -6.85135 2.75361 1.92825 -0.01 0.00 0.01 -0.677
H 2.06232 -4.85187 -2.26201 0.00 0.01 0.00 0.004
H 3.03965 -3.18233 -6.08610 0.00 0.00 -0.01 0.087
H 0.54277 2.39614 -2.41894 -0.01 0.02 0.02 0.066
F -4.46752 4.42294 3.19516 0.06 -0.01 -0.08 0.140
```
Positions in Å, forces in eV/Å.

Record 6
The following is a quantum chemistry calculation of a molecular structure, C4H8N2O2 in a non-equilibrium geometry, from the Open Molecules 2025 dataset.

Calculated values
Energy (eV): -11345.22795
Relative energy (zero: lowest compared OMol25 entry of this formula, charge and spin) (eV): 8.885
HOMO level (eV): -8.6
Maximum force (eV/Å): 7.63

```
16
Properties=species:S:1:pos:R:3:forces:R:3:nbo_charge:R:1
C -1.10684 1.03655 0.30965 -3.79 -1.09 1.86 -0.218
H -1.30754 -1.24808 1.27156 -0.97 -1.56 -2.77 0.263
O 1.84416 -0.62133 -0.93542 0.54 -2.50 4.48 -0.495
C -1.35252 -1.90267 0.24917 3.69 1.42 1.57 -0.519
H 1.97069 -1.07103 0.07812 0.77 1.57 -3.96 0.469
H 0.24569 -2.12601 -1.38532 -2.23 0.08 0.95 0.209
N 1.04798 1.93515 -0.06279 -2.06 -3.31 -1.91 -0.721
H -0.31796 1.65588 1.77600 -1.88 -5.06 1.26 0.511
C -0.36976 -1.44851 -0.66758 1.21 -4.43 0.11 -0.045
H -1.60726 -3.01893 0.45360 0.34 2.21 -1.34 0.245
N 0.52748 -0.35612 -0.77379 -4.38 3.42 1.02 -0.169
H -1.79427 0.40074 -0.17931 -0.66 -1.23 -0.43 0.220
H 1.89882 1.72824 -0.64405 -0.63 0.08 1.19 0.354
H -1.71965 1.96053 0.23309 1.45 0.19 0.47 0.222
C 0.17694 0.89748 -0.23454 6.48 3.03 -1.11 0.396
O -0.90462 0.51737 1.72444 2.12 7.19 -1.38 -0.722
```
Positions in Å, forces in eV/Å.